Entry 1:
Computed, not measured: an isolated ion of composition C7H14N3O and charge +1 in a non-equilibrium geometry, with ωB97M-V with the def2-TZVPD basis set.

The spin multiplicity is 1. Its HOMO energy is -13.2 eV. Its net charge is +1. The value obtained for the HOMO-LUMO gap is 9.361 eV.

The geometry in XYZ format:
```
25
C7H14N3O | OMol25 | ωB97M-V with the def2-TZVPD basis set
O 0.295 -0.107 -1.727
N -1.186 1.506 -0.107
N -1.040 -0.481 1.114
N 1.986 -1.201 -0.736
C 2.057 -2.076 -1.832
C 2.057 1.098 1.191
C -0.460 0.810 0.937
C -2.452 -0.216 1.034
C 1.094 -0.234 -0.640
C -2.547 0.907 -0.090
C 0.981 0.656 0.555
H -2.696 0.532 -1.085
H -3.238 1.725 0.124
H 0.956 -2.327 -2.059
H 2.747 -1.287 -0.072
H 2.352 -1.510 -2.781
H -0.791 -0.765 1.976
H -0.321 1.486 1.808
H -2.846 -1.234 0.746
H 3.010 0.988 0.775
H -3.025 0.193 1.843
H -1.180 2.465 0.098
H 2.063 1.622 2.138
H 2.652 -2.956 -1.620
H -0.468 0.406 -1.591
```


Entry 2:
Computed, not measured: a 2-piece molecular cluster, C2H8S3 overall, with ωB97M-V with the def2-TZVPD basis set.

The spin multiplicity is 1. Its HOMO energy is -8.5 eV. The value obtained for the HOMO-LUMO gap is 8.799 eV.

The geometry in XYZ format:
```
13
C2H8S3 | OMol25 | ωB97M-V with the def2-TZVPD basis set
S 3.457 0.925 -0.777
S 2.611 -0.803 0.051
S -0.826 0.257 -1.568
C -1.384 0.464 0.167
C -1.277 -0.859 0.905
H -1.868 -1.627 0.408
H -1.549 1.238 -2.069
H -0.729 1.210 0.613
H -1.604 -0.757 1.942
H -2.401 0.842 0.169
H -0.239 -1.191 0.938
H 2.373 -1.306 -1.157
H 3.435 1.608 0.377
```


Entry 3:
Computed, not measured: a 2-piece molecular cluster, C2H8NO2 overall, with ωB97M-V with the def2-TZVPD basis set.

The spin multiplicity is 1. Its HOMO energy is -3.2 eV. Its net charge is -1. The value obtained for the HOMO-LUMO gap is 7.687 eV.

The geometry in XYZ format:
```
13
C2H8NO2 | OMol25 | ωB97M-V with the def2-TZVPD basis set
O -0.401 -0.568 0.000
O 1.400 0.557 1.443
N -2.621 -0.617 -0.852
C -1.453 0.175 -0.412
C 2.452 0.332 0.545
H -2.334 -1.152 -1.659
H -1.818 0.881 0.365
H 0.554 0.098 1.048
H -1.174 0.761 -1.310
H 3.110 -0.503 0.860
H -2.846 -1.259 -0.098
H 3.074 1.222 0.504
H 2.058 0.072 -0.435
```


Entry 4:
Computed, not measured: C32H25BrI4N7OZr as an isolated structure, with ωB97M-V with the def2-TZVPD basis set.

The spin multiplicity is 1. Its HOMO energy is -10.5 eV. Its net charge is +1. The value obtained for the HOMO-LUMO gap is 6.914 eV.

The geometry in XYZ format:
```
71
C32H25BrI4N7OZr | OMol25 | ωB97M-V with the def2-TZVPD basis set
I 4.066 0.741 -3.080
I 4.403 -1.981 -0.020
I 4.250 -0.800 3.352
I 2.821 -3.576 -7.043
Zr 0.104 0.134 -0.570
Br 2.108 1.661 0.102
O 1.521 -0.726 -1.678
N -2.605 -2.184 0.202
N -2.686 2.445 -0.046
N -0.996 -1.371 -2.217
N -2.143 0.126 -0.178
N -0.727 1.793 1.202
N -0.335 -1.615 0.812
N -0.577 1.371 -2.425
C -4.291 0.765 -0.799
C -1.733 3.943 1.509
C -2.216 3.001 -3.928
C -2.960 1.232 -0.352
C -1.398 -2.456 0.816
C -1.438 -0.667 -3.436
C -0.225 -2.615 -2.515
C -0.148 -4.013 2.166
C -5.425 -1.374 -0.845
C 0.920 -3.115 2.196
C 2.907 -0.889 -3.636
C -2.311 1.621 -4.028
C 2.386 -2.592 -5.254
C 0.770 -1.935 1.519
C -1.299 -3.681 1.490
C 0.998 -2.321 -3.320
C -1.469 0.827 -3.269
C -5.426 1.440 -1.198
C 3.187 -1.548 -4.827
C -1.261 3.559 -3.096
C -0.079 3.188 3.043
C -2.936 -0.980 -0.150
C -4.292 -0.616 -0.623
C 1.825 -1.294 -2.851
C -0.455 2.708 -2.372
C 0.013 2.037 2.297
C 1.276 -2.967 -4.511
C -1.655 2.708 0.859
C -0.939 4.188 2.605
C -6.561 0.678 -1.461
C 5.454 -1.599 1.786
C -6.561 -0.704 -1.287
H -2.472 4.650 1.160
H -5.430 2.518 -1.296
H -7.467 -1.260 -1.489
H 0.539 3.312 3.921
H -0.077 -4.964 2.678
H -7.468 1.166 -1.793
H -0.724 -0.877 -4.236
H 6.220 -0.865 1.576
H -2.882 3.632 -4.504
H 1.840 -3.319 2.722
H 5.885 -2.524 2.144
H -2.159 -4.334 1.462
H 0.625 -3.759 -4.863
H -1.139 4.628 -2.999
H -1.005 5.131 3.131
H -5.421 -2.442 -0.675
H 0.036 -3.059 -1.552
H -0.860 -3.329 -3.046
H 4.031 -1.231 -5.423
H 0.731 1.275 2.568
H -1.827 -1.711 -1.750
H 0.300 3.083 -1.692
H -3.033 1.159 -4.687
H 1.586 -1.215 1.495
H -2.411 -1.029 -3.775
```


Entry 5:
Computed, not measured: C4H5F as an isolated structure in a non-equilibrium geometry, with ωB97M-V with the def2-TZVPD basis set.

The spin multiplicity is 1. Its HOMO energy is -9.4 eV. The value obtained for the HOMO-LUMO gap is 10.542 eV.

The geometry in XYZ format:
```
10
C4H5F | OMol25 | ωB97M-V with the def2-TZVPD basis set
F -0.572 1.214 -1.813
C -0.396 0.833 0.586
C 0.159 0.750 -0.774
C 0.228 -1.101 -0.182
C -0.222 -0.432 1.048
H 1.144 -1.480 -0.449
H -0.583 -1.618 -0.739
H 1.156 1.034 -0.876
H -0.635 1.675 1.085
H -0.277 -0.874 2.113
```


Entry 6:
Computed, not measured: a 2-piece molecular cluster, C5H11O2 overall in a non-equilibrium geometry, with ωB97M-V with the def2-TZVPD basis set.

The spin multiplicity is 1. Its HOMO energy is -3.6 eV. Its net charge is -1. The value obtained for the HOMO-LUMO gap is 7.108 eV.

The geometry in XYZ format:
```
18
C5H11O2 | OMol25 | ωB97M-V with the def2-TZVPD basis set
O -0.856 -2.222 -1.602
O 0.729 -2.084 -3.157
C 1.561 -0.024 1.679
C -0.686 1.085 2.369
C -0.763 -0.241 -2.997
C -0.233 -1.588 -2.501
C 0.233 0.606 1.224
H -1.399 1.785 1.939
H -0.324 -0.097 0.608
H -0.149 0.304 -3.705
H 1.451 -0.485 2.659
H -1.690 -0.612 -3.442
H -1.287 0.222 2.667
H 2.334 0.745 1.655
H 1.878 -0.779 0.964
H 0.427 1.451 0.562
H -0.199 1.515 3.242
H -1.027 0.418 -2.163
```


The evaluated ΔE to the lowest compared entry with this formula, charge and spin for the records listed, in turn: 171.6; 37.8; 39.4; 0.0; 184.6; 46.5 kJ/mol.
The evaluated total energy for the records listed, in turn: -514.3444; -1275.5324; -286.2322; -5504.8587; -255.1617; -347.6320 Ha.
The evaluated LUMO for the records listed, in turn: -3.9; 0.3; 4.5; -3.6; 1.1; 3.6 eV.